Arrangement P

C5H37NO15 | the ωB97M-V functional and the def2-TZVPD basis

Each atom is followed by the atoms it is bonded to, with distances in Å.
Element x y z (Å)
1 C 2.030 0.653 0.675  C2 1.551, H9 1.102, H10 1.096, H11 1.114
2 C 1.016 1.803 0.907  C1 1.551, C3 1.621, N6 1.506, H12 1.128
3 C 1.732 3.256 0.970  C2 1.621, C4 1.547, H13 1.099, H14 1.110
4 C 1.400 3.510 2.459  C3 1.547, O5 1.198, H15 1.118
5 O 1.951 2.837 3.283  C4 1.198
6 N 0.265 1.942 -0.391  C2 1.506, C7 1.393, H16 1.023
7 C -0.891 1.213 -0.658  N6 1.393, O8 1.505, H17 1.106, H18 1.074
8 O -0.939 -0.230 -0.232  C7 1.505, H19 0.985
9 H 2.474 0.332 1.631  C1 1.102
10 H 1.498 -0.035 0.006  C1 1.096
11 H 2.816 1.010 -0.028  C1 1.114
12 H 0.130 1.753 1.603  C2 1.128
13 H 1.177 3.989 0.367  C3 1.099
14 H 2.726 3.113 0.496  C3 1.110
15 H 0.494 4.160 2.540  C4 1.118
16 H 0.897 2.110 -1.178  N6 1.023
17 H -1.725 1.324 0.060  C7 1.106
18 H -1.248 1.260 -1.670  C7 1.074
19 H -0.254 -0.868 -0.537  O8 0.985
20 H 0.278 2.689 -3.361  O22 0.965
21 H 1.793 2.529 -3.789  O22 0.949
22 O 1.189 2.583 -3.059  H20 0.965, H21 0.949
23 H 2.866 -0.178 -2.786  O25 0.959
24 H 2.451 -0.344 -1.342  O25 0.951
25 O 3.206 -0.156 -1.889  H23 0.959, H24 0.951
26 H -1.356 -0.755 1.190  O28 0.994
27 H -2.231 -1.589 2.223  O28 0.953
28 O -1.442 -1.063 2.131  H26 0.994, H27 0.953
29 H -3.350 -0.128 0.230  O31 0.978
30 H -3.961 1.078 0.762  O31 0.968
31 O -4.122 0.444 0.048  H29 0.978, H30 0.968
32 H 4.420 -1.472 0.901  O34 0.964
33 H 3.969 -1.088 -0.486  O34 0.987
34 O 4.269 -1.869 0.036  H32 0.964, H33 0.987
35 H -2.450 -2.627 -0.166  O37 0.976
36 H -3.290 -3.687 0.699  O37 0.952
37 O -2.926 -2.808 0.667  H35 0.976, H36 0.952
38 H 1.527 -2.072 -1.382  O40 0.967
39 H 0.361 -1.659 -2.401  O40 0.950
40 O 0.865 -1.414 -1.634  H38 0.967, H39 0.950
41 H -2.482 -2.222 -1.823  O43 0.957
42 H -3.815 -1.819 -2.543  O43 0.968
43 O -2.971 -2.281 -2.644  H41 0.957, H42 0.968
44 H 0.293 -1.918 2.650  O46 0.969
45 H -0.024 -2.991 1.674  O46 0.965
46 O 0.692 -2.711 2.259  H44 0.969, H45 0.965
47 H 2.893 -3.219 -0.042  O49 0.975
48 H 1.652 -4.090 0.303  O49 0.966
49 O 2.040 -3.539 -0.389  H47 0.975, H48 0.966
50 H -0.092 -3.756 -1.149  O52 0.962
51 H -1.507 -4.293 -0.637  O52 0.956
52 O -0.960 -3.527 -0.805  H50 0.962, H51 0.956
53 H -2.710 2.123 2.487  O55 0.948
54 H -2.254 0.599 2.745  O55 0.967
55 O -2.963 1.210 2.502  H53 0.948, H54 0.967
56 H -2.003 3.463 -1.421  O58 0.954
57 H -2.487 3.989 -2.765  O58 0.961
58 O -1.695 3.739 -2.281  H56 0.954, H57 0.961

Total charge: 0

Atom charges from the natural (NBO) analysis, given in e for atoms 1 to 8:
1 C -0.65
2 C -0.02
3 C -0.52
4 C 0.44
5 O -0.53
6 N -0.69
7 C 0.08
8 O -0.87


Arrangement Q

C5H37NO15 | the ωB97M-V functional and the def2-TZVPD basis

Each atom is followed by the atoms it is bonded to, with distances in Å.
Element x y z (Å)
1 O -2.784 -1.155 0.910  C2 1.226
2 C -2.324 -0.117 0.447  O1 1.226, C3 1.555, H9 0.983
3 C -1.048 0.643 0.904  C2 1.555, C4 1.574, N6 1.473, H10 1.007
4 C -1.414 2.154 0.653  C3 1.574, C5 1.510, H11 1.143, H12 1.199
5 C -2.225 2.513 1.875  C4 1.510, H13 1.069, H14 1.123, H15 1.117
6 N -0.105 0.161 -0.120  C3 1.473, C7 1.492, H16 1.062
7 C 0.398 -1.204 0.209  N6 1.492, O8 1.402, H17 1.198, H18 1.048
8 O -0.423 -2.300 -0.095  C7 1.402, H19 1.106
9 H -2.855 0.428 -0.176  C2 0.983
10 H -0.799 0.536 1.873  C3 1.007
11 H -0.394 2.650 0.512  C4 1.143
12 H -2.072 2.196 -0.349  C4 1.199
13 H -2.585 3.518 1.929  C5 1.069
14 H -1.735 2.252 2.851  C5 1.123
15 H -3.210 1.986 1.870  C5 1.117
16 H -0.438 0.239 -1.126  N6 1.062
17 H 1.504 -1.192 -0.248  C7 1.198
18 H 0.255 -1.271 1.245  C7 1.048
19 H -1.309 -2.113 -0.730  O8 1.106
20 H -0.657 -1.392 4.730  O22 0.942
21 H -0.191 -0.227 5.441  O22 0.967
22 O -0.948 -0.514 4.912  H20 0.942, H21 0.967
23 H 0.514 4.175 1.182  O25 0.931
24 H 0.234 3.365 2.487  O25 0.977
25 O 0.814 4.018 2.049  H23 0.931, H24 0.977
26 H 1.260 0.677 -3.183  O28 0.873
27 H 1.703 1.431 -4.480  O28 0.923
28 O 1.186 1.362 -3.719  H26 0.873, H27 0.923
29 H -5.519 0.221 0.779  O31 1.030
30 H -5.019 1.123 -0.363  O31 0.879
31 O -5.372 0.328 -0.234  H29 1.030, H30 0.879
32 H 1.486 -2.418 2.502  O34 0.921
33 H 0.368 -3.521 2.627  O34 0.982
34 O 1.206 -3.151 2.983  H32 0.921, H33 0.982
35 H 4.594 -2.947 -0.454  O37 1.023
36 H 3.192 -3.007 -1.026  O37 0.900
37 O 3.658 -2.534 -0.418  H35 1.023, H36 0.900
38 H 4.235 0.700 2.434  O40 1.019
39 H 3.376 -0.311 1.670  O40 0.954
40 O 4.150 0.229 1.534  H38 1.019, H39 0.954
41 H 2.636 1.509 -0.019  O43 1.028
42 H 1.060 1.191 -0.258  O43 1.045
43 O 1.811 1.872 -0.513  H41 1.028, H42 1.045
44 H -1.432 -4.892 1.730  O46 0.976
45 H -1.013 -3.383 1.404  O46 0.905
46 O -1.151 -4.010 2.041  H44 0.976, H45 0.905
47 H -1.209 -1.081 -4.238  O49 1.009
48 H -1.574 0.199 -4.667  O49 0.882
49 O -1.946 -0.400 -4.136  H47 1.009, H48 0.882
50 H 3.110 0.783 -2.495  O52 0.944
51 H 3.968 -0.553 -2.332  O52 0.999
52 O 3.808 0.272 -2.873  H50 0.944, H51 0.999
53 H -0.195 -2.594 -2.402  O55 1.039
54 H 0.432 -3.293 -3.687  O55 0.861
55 O 0.193 -2.532 -3.363  H53 1.039, H54 0.861
56 H 0.817 4.503 -2.875  O58 0.896
57 H 0.757 4.654 -1.284  O58 0.945
58 O 0.438 4.864 -2.148  H56 0.896, H57 0.945

Total charge: 0

Atom charges from the natural (NBO) analysis, given in e for atoms 1 to 8:
1 O -0.52
2 C 0.42
3 C -0.16
4 C -0.42
5 C -0.64
6 N -0.66
7 C 0.08
8 O -0.78


Energy ordering: arrangement P at the bottom, the next structure 376.5 kJ/mol above.


Arrangement P

C7H10O3 | the ωB97M-V functional and the def2-TZVPD basis

Each atom is followed by the atoms it is bonded to, with distances in Å.
Element x y z (Å)
1 C -1.269 -1.741 1.096  C2 1.332, C3 1.343
2 C -0.327 -0.821 1.299  C1 1.332, O8 1.334, O9 1.381
3 C -2.357 -2.490 0.857  C1 1.343, H11 1.073, H12 1.067
4 C 1.310 -0.017 -1.758  C5 1.487, O10 1.213, H13 1.215
5 C 0.638 0.478 -0.527  C4 1.487, C6 1.561, C7 1.505, O9 1.457
6 C 1.713 1.502 -0.045  C5 1.561, H14 1.104, H15 1.094, H16 1.158
7 C -0.722 1.074 -0.772  C5 1.505, H17 1.138, H18 1.114, H19 1.158
8 O -0.170 -0.172 2.454  C2 1.334, H20 0.933
9 O 0.698 -0.653 0.390  C2 1.381, C5 1.457
10 O 1.239 0.434 -2.882  C4 1.213
11 H -2.382 -3.563 0.861  C3 1.073
12 H -3.263 -2.030 0.529  C3 1.067
13 H 2.090 -0.899 -1.460  C4 1.215
14 H 2.693 1.028 -0.231  C6 1.104
15 H 1.467 1.549 1.020  C6 1.094
16 H 1.496 2.469 -0.644  C6 1.158
17 H -1.537 0.285 -0.867  C7 1.138
18 H -0.769 1.570 -1.769  C7 1.114
19 H -1.213 1.754 0.026  C7 1.158
20 H 0.665 0.243 2.423  O8 0.933

Total charge: 0

Atom charges from the natural (NBO) analysis, given in e for atoms 1 to 8:
1 C -0.07
2 C 0.50
3 C -0.41
4 C 0.45
5 C 0.12
6 C -0.61
7 C -0.68
8 O -0.66


Arrangement Q

C7H10O3 | the ωB97M-V functional and the def2-TZVPD basis

Each atom is followed by the atoms it is bonded to, with distances in Å.
Element x y z (Å)
1 C 0.945 0.286 1.897  O4 1.431, H6 1.093, H7 1.090, H8 1.093
2 C 1.532 -0.480 -2.038  C3 1.503, H9 1.092, H10 1.093, H11 1.091
3 C 1.096 0.790 -1.362  C2 1.503, O5 1.223, C14 1.504
4 O 0.636 -0.674 0.883  C1 1.431, C13 1.435
5 O 1.838 1.746 -1.184  C3 1.223
6 H 1.589 -0.151 2.664  C1 1.093
7 H 0.068 0.703 2.393  C1 1.090
8 H 1.481 1.134 1.463  C1 1.093
9 H 1.769 -0.283 -3.085  C2 1.092
10 H 2.415 -0.863 -1.519  C2 1.093
11 H 0.734 -1.225 -2.025  C2 1.091
12 C -1.838 -0.607 1.330  C13 1.497, H17 1.088, H18 1.091, H19 1.094
13 C -0.669 -1.201 0.606  O4 1.435, C12 1.497, O16 1.220
14 C -0.387 1.033 -1.409  C3 1.504, C15 1.206
15 C -1.473 1.530 -1.580  C14 1.206, H20 1.066
16 O -0.740 -2.299 0.080  C13 1.220
17 H -1.635 -0.008 2.215  C12 1.088
18 H -2.410 0.027 0.651  C12 1.091
19 H -2.506 -1.414 1.646  C12 1.094
20 H -2.447 1.958 -1.626  C15 1.066

Total charge: 0

Atom charges from the natural (NBO) analysis, given in e for atoms 1 to 8:
1 C -0.26
2 C -0.71
3 C 0.54
4 O -0.55
5 O -0.51
6 H 0.19
7 H 0.18
8 H 0.20


Energy ordering: arrangement Q at the bottom, the next structure 52.2 kJ/mol above.


Arrangement P

C3H7ClOS | the ωB97M-V functional and the def2-TZVPD basis

Each atom is followed by the atoms it is bonded to, with distances in Å.
Element x y z (Å)
1 C 0.578 1.627 0.406  O4 1.414, H7 1.170, H8 1.099, H9 1.088
2 C -1.567 -1.413 0.290  C3 1.658, Cl6 1.751, H10 1.184, H11 1.138
3 C -0.245 -0.540 -0.198  C2 1.658, O4 1.396, S5 1.800, H12 1.077
4 O -0.297 0.549 0.673  C1 1.414, C3 1.396
5 S 1.283 -1.401 0.203  C3 1.800, H13 1.329
6 Cl -2.920 -0.343 -0.014  C2 1.751
7 H 0.105 2.337 1.208  C1 1.170
8 H 0.578 1.982 -0.634  C1 1.099
9 H 1.638 1.442 0.565  C1 1.088
10 H -1.772 -2.448 -0.248  C2 1.184
11 H -1.635 -1.511 1.421  C2 1.138
12 H -0.217 -0.104 -1.183  C3 1.077
13 H 1.881 -1.667 -0.954  S5 1.329

Total charge: 0

Atom charges from the natural (NBO) analysis, given in e for atoms 1 to 8:
1 C -0.27
2 C -0.42
3 C -0.03
4 O -0.55
5 S -0.06
6 Cl -0.05
7 H 0.21
8 H 0.17


Arrangement Q

C3H7ClOS | the ωB97M-V functional and the def2-TZVPD basis

Each atom is followed by the atoms it is bonded to, with distances in Å.
Element x y z (Å)
1 C -0.708 0.979 -1.202  C2 1.592, H7 1.107, H8 1.073, H9 1.071
2 C 0.439 0.236 -0.387  C1 1.592, C3 1.447, H10 1.050, H11 1.071
3 C 0.872 0.981 0.776  C2 1.447, S5 1.647, Cl6 1.801
4 O -0.757 -2.474 1.094  H12 0.977, H13 1.013
5 S 1.270 0.297 2.220  C3 1.647
6 Cl 1.025 2.773 0.686  C3 1.801
7 H -0.136 1.588 -1.929  C1 1.107
8 H -1.082 1.706 -0.507  C1 1.073
9 H -1.373 0.234 -1.590  C1 1.071
10 H 1.171 0.135 -1.133  C2 1.050
11 H 0.053 -0.723 -0.108  C2 1.071
12 H -0.431 -2.975 1.867  O4 0.977
13 H -0.345 -2.758 0.213  O4 1.013

Total charge: 0

Atom charges from the natural (NBO) analysis, given in e for atoms 1 to 8:
1 C -0.59
2 C -0.54
3 C -0.09
4 O -0.96
5 S 0.08
6 Cl -0.02
7 H 0.21
8 H 0.22


Energy ordering: arrangement Q at the bottom, the next structure 43.5 kJ/mol above.


Arrangement P

C2H5BrN3 | the ωB97M-V functional and the def2-TZVPD basis

Each atom is followed by the atoms it is bonded to, with distances in Å.
Element x y z (Å)
1 C -1.905 -0.985 -0.026  N3 1.186, Br6 1.757
2 C 0.675 0.531 -0.086  N4 1.299, N5 1.316
3 N -1.521 -2.060 0.296  C1 1.186, H7 1.058
4 N 0.672 1.712 0.456  C2 1.299, H8 1.012, H9 0.944
5 N 1.659 -0.166 -0.613  C2 1.316, H10 1.020, H11 0.962
6 Br -2.754 0.550 -0.127  C1 1.757
7 H -1.990 -2.998 0.433  N3 1.058
8 H -0.186 2.159 0.753  N4 1.012
9 H 1.419 2.280 0.551  N4 0.944
10 H 1.458 -1.166 -0.616  N5 1.020
11 H 2.473 0.143 -1.023  N5 0.962

Total charge: +1

Atom charges from the natural (NBO) analysis, given in e for atoms 1 to 8:
1 C 0.36
2 C 0.21
3 N -0.51
4 N -0.76
5 N -0.79
6 Br 0.43
7 H 0.49
8 H 0.40


Arrangement Q

C2H5BrN3 | the ωB97M-V functional and the def2-TZVPD basis

Each atom is followed by the atoms it is bonded to, with distances in Å.
Element x y z (Å)
1 C -0.625 0.884 0.024  N3 1.399, N5 1.505, H7 1.049, H8 1.031
2 C 1.397 0.077 -0.785  N4 1.391, N5 1.562, Br6 2.256, H9 1.058
3 N -0.076 1.707 -0.964  C1 1.399, N4 1.210
4 N 0.972 1.263 -1.374  C2 1.391, N3 1.210
5 N 0.234 -0.343 0.168  C1 1.505, C2 1.562, H10 1.018, H11 1.128
6 Br 3.131 0.787 0.471  C2 2.256
7 H -0.568 1.387 0.943  C1 1.049
8 H -1.484 0.409 -0.290  C1 1.031
9 H 1.879 -0.611 -1.428  C2 1.058
10 H 0.461 -0.605 1.126  N5 1.018
11 H -0.395 -1.177 -0.258  N5 1.128

Total charge: +1

Atom charges from the natural (NBO) analysis, given in e for atoms 1 to 8:
1 C -0.12
2 C 0.10
3 N -0.02
4 N -0.11
5 N -0.59
6 Br 0.04
7 H 0.25
8 H 0.23


Energy ordering: arrangement Q at the bottom, the next structure 32.4 kJ/mol above.